DFT (wB97M-V/def2-TZVPD) results for 9 unconnected molecules or ions with the total composition C7H31NO8.

Geometry as XYZ:
```
47
Properties=species:S:1:pos:R:3:forces:R:3:lowdin_charge:R:1
C 2.4051 -1.6592 -2.1741 2.536 -0.916 0.860 -0.14
C 1.0745 -1.5130 -2.8155 -1.243 -0.237 -2.170 -0.26
C -0.2007 -1.9560 -2.0370 1.419 1.861 -0.138 -0.20
C -0.2350 -1.3396 -0.6814 -0.472 2.353 -1.485 -0.13
C -0.4931 -0.0159 -0.5183 0.802 -4.558 1.705 -0.15
N -0.5635 0.4409 0.8360 2.496 0.556 -1.659 -0.04
C -0.7728 1.8790 0.7366 -2.010 1.766 3.006 -0.29
C 0.3671 2.8283 1.2278 -2.540 1.569 -1.164 -0.09
H 3.2144 -2.0955 -2.7775 -0.143 1.367 -1.363 0.08
H 2.6453 -0.6847 -1.7613 0.686 -0.207 0.131 0.04
H 2.7757 -2.4141 -1.4479 -2.046 0.142 0.911 0.09
H 1.0128 -0.4177 -3.0983 -0.344 -0.982 0.633 0.11
H 1.0347 -1.9592 -3.8562 0.147 -0.039 1.148 0.12
H -1.0085 -1.5028 -2.6097 -0.480 -0.904 -0.117 0.10
H -0.2229 -3.0011 -1.8172 -0.352 -0.908 -0.924 0.10
H 0.0671 -1.9846 0.0942 -0.087 -0.449 1.287 0.09
H -0.4850 0.5886 -1.3950 -0.598 0.852 -0.278 0.11
H 0.4042 0.1622 1.2170 -2.017 1.125 -0.263 0.12
H -0.9942 2.2394 -0.2873 -0.312 -0.701 0.835 0.05
H -1.8254 2.0664 1.4546 2.928 -0.022 -2.097 0.17
H -0.2305 3.6817 1.6430 0.819 -0.192 -0.561 0.08
H 1.0385 3.2150 0.4303 -0.437 -0.505 0.425 0.08
H 0.9039 2.5070 2.0512 1.235 -1.155 1.507 0.01
O 3.5258 1.7029 -2.1237 -0.015 -0.715 1.175 -0.11
H 3.5503 0.8926 -2.6471 0.072 0.208 -0.038 0.01
H 3.6327 1.3698 -1.1824 -0.046 0.654 -1.190 0.00
O 0.3369 -2.1207 3.1304 3.588 0.585 1.772 -0.01
H -0.5040 -2.0997 3.5072 -2.501 -0.076 0.547 -0.03
H 0.2576 -2.4198 2.2698 -0.443 -1.002 -2.515 0.00
O -2.0326 -1.3506 3.2846 -0.982 -0.567 0.197 -0.03
H -1.8274 -0.4917 3.6356 -0.095 0.702 -0.102 0.05
H -2.4589 -1.2352 2.4277 0.017 0.220 0.075 0.05
O -2.0485 3.2042 -1.8985 -0.980 1.043 1.760 -0.02
H -1.5045 3.9878 -1.8903 0.099 0.653 0.333 0.05
H -1.7032 2.7631 -2.6233 0.833 -1.618 -2.393 0.00
O -3.5647 -2.1166 0.0244 3.646 0.036 4.318 -0.06
H -2.6248 -1.6936 0.1102 -2.295 -1.131 0.114 0.06
H -3.6699 -1.9196 -0.8448 -1.180 0.999 -4.133 -0.07
O -3.8563 0.1036 -1.6407 2.374 3.130 6.970 0.00
H -3.0798 0.7428 -1.5235 -1.826 -1.481 -0.789 0.08
H -3.9966 -0.1589 -2.4567 -0.580 -1.432 -6.458 -0.05
O 4.0426 1.1532 0.6254 -3.007 0.160 4.386 -0.15
H 3.4725 0.4985 1.2396 1.826 1.457 -2.175 0.09
H 3.7956 1.9681 1.2218 1.017 -1.736 -2.041 0.10
O 1.8871 0.0463 3.0516 1.617 1.634 0.289 -0.06
H 2.0253 0.3899 3.9533 -0.130 -0.323 -0.655 0.06
H 1.0553 -0.3997 3.0540 -0.994 -1.215 0.321 -0.04
```
Positions in Å, forces in eV/Å.

For the orbital gap, the calculation gives 8.61 eV. Its SMILES is CCC/C=C/NCC.O.O.O.O.O.O.O.O.

=====

DFT (wB97M-V/def2-TZVPD) results for a molecular structure, C10H20IMnNO5.

Geometry as XYZ:
```
38
Properties=species:S:1:pos:R:3:forces:R:3:lowdin_spin:R:1
Mn 0.0089 -0.0118 0.0301 -0.411 0.275 0.002 0.95
C -1.1070 2.1253 1.3420 0.066 -0.015 -0.085 0.00
C -1.4377 1.0504 2.3384 -0.032 -0.115 0.075 0.00
O -0.6305 -0.1052 1.9833 0.070 -0.021 0.291 0.01
C -1.2324 -1.3879 2.3052 -0.014 0.091 0.088 0.00
C -0.9961 -2.2966 1.1216 0.026 0.004 -0.065 0.00
O -1.3146 -1.4839 -0.0284 -0.150 -0.577 -0.066 0.00
C -1.1493 -2.1209 -1.3136 0.051 0.004 0.097 0.00
C -1.4293 -1.0261 -2.3056 -0.022 0.095 -0.089 0.00
O -0.5796 0.0958 -1.9446 0.062 0.054 -0.293 0.01
C -1.1297 1.4001 -2.2761 -0.041 -0.083 -0.064 0.00
C -0.9009 2.2899 -1.0784 0.020 -0.008 0.040 0.00
O -1.3126 1.4951 0.0549 -0.106 0.545 0.080 0.00
H -1.7471 3.0002 1.4543 -0.091 -0.054 -0.012 0.00
H -0.0608 2.4419 1.4163 0.017 0.011 0.024 0.00
H -1.2287 1.3644 3.3603 0.069 -0.024 -0.001 0.00
H -2.4876 0.7691 2.2516 -0.022 0.060 0.006 0.00
H -0.7864 -1.7936 3.2120 0.040 0.033 0.006 0.00
H -2.2972 -1.2330 2.4730 -0.024 -0.061 -0.046 0.00
H 0.0491 -2.6120 1.0479 0.031 -0.007 0.017 0.00
H -1.6279 -3.1844 1.1574 -0.075 0.050 0.019 0.00
H -0.1239 -2.4939 -1.3917 0.017 -0.020 -0.022 0.00
H -1.8413 -2.9558 -1.4233 -0.071 0.049 -0.002 0.00
H -1.2261 -1.3448 -3.3274 0.058 0.023 -0.003 0.00
H -2.4684 -0.7055 -2.2271 -0.021 -0.058 0.009 0.00
H -0.6447 1.7982 -3.1660 0.047 -0.041 -0.002 0.00
H -2.1938 1.2824 -2.4756 -0.021 0.059 0.035 0.00
H 0.1568 2.5517 -0.9587 0.031 0.001 -0.013 0.00
H -1.4775 3.2134 -1.1384 -0.087 -0.049 -0.020 0.00
N 3.7324 -0.6808 -1.2781 0.129 -0.033 0.051 0.00
C 3.1586 -0.2530 -0.1762 -0.364 0.088 0.031 0.00
O 1.9013 -0.2757 -0.0464 0.767 -0.284 -0.063 0.02
C 3.9938 0.3011 0.9235 0.058 -0.068 -0.012 0.00
I 3.9217 2.4237 0.7743 -0.023 0.122 -0.004 0.00
H 3.1768 -1.0128 -2.0516 -0.005 -0.007 -0.003 0.00
H 4.7351 -0.6526 -1.3860 -0.003 -0.024 -0.028 0.00
H 5.0330 -0.0066 0.8650 0.007 0.020 0.002 0.00
H 3.5635 0.0342 1.8823 0.020 -0.035 0.018 0.00
```
Positions in Å, forces in eV/Å.

Its net charge is +2. For the orbital gap (alpha / beta), the calculation gives 9.16 / 9.14 eV. The spin multiplicity is 2.

=====

DFT (wB97M-V/def2-TZVPD) results for a single C3H4Cl2O3 molecule.

Geometry as XYZ:
```
12
Properties=species:S:1:pos:R:3:forces:R:3:lowdin_charge:R:1
C 1.4382 -1.1558 0.0944 1.754 0.251 0.526 -0.75
C -0.4949 0.6637 -0.4135 -0.111 -1.563 2.423 -0.68
C -1.8539 0.6171 0.2911 -0.043 0.534 -2.116 -0.02
O 0.6474 -0.9819 0.9907 -1.332 -0.404 0.111 -0.06
O 1.1678 -0.5776 -1.2140 -0.500 0.739 -2.144 -0.11
O -0.2074 -0.2343 -1.2721 -0.417 -0.101 0.072 0.03
Cl 3.1387 -0.0101 0.4079 0.690 -0.035 0.143 0.23
Cl 0.6272 1.7868 0.0889 -0.492 0.434 -0.407 0.92
H 2.0158 -2.0184 -0.2258 -0.220 -0.595 0.587 0.11
H -2.5646 -0.1701 -0.0731 1.051 0.636 0.012 0.11
H -2.2133 1.6147 -0.0377 -0.560 -0.396 1.051 0.10
H -1.7010 0.4660 1.3633 0.180 0.500 -0.259 0.10
```
Positions in Å, forces in eV/Å.

For the orbital gap, the calculation gives 7.39 eV.

=====

DFT (wB97M-V/def2-TZVPD) results for 2 unconnected molecules or ions with the total composition C4H11INO.

Geometry as XYZ:
```
18
Properties=species:S:1:pos:R:3:forces:R:3:lowdin_charge:R:1
I 2.7024 3.6625 -0.3918 -0.056 -0.006 -0.028 -0.74
C 0.1313 -1.3511 1.4117 -0.241 -0.567 -0.166 -0.08
C 0.5670 -0.4289 0.2951 0.225 0.138 -0.108 -0.47
C -0.4550 0.6835 0.0767 0.250 0.452 0.084 -0.21
O -1.7347 0.2460 -0.3575 -0.081 -0.137 0.216 -0.20
C -1.7514 -0.2068 -1.6858 -0.350 -0.057 0.018 -0.13
N 1.9085 0.1134 0.5524 -0.467 -0.013 0.055 0.03
H 0.8120 -2.2017 1.4917 0.102 0.134 0.147 0.07
H -0.8596 -1.7675 1.1970 0.043 0.163 0.041 0.07
H 0.0716 -0.8324 2.3702 0.104 0.062 0.027 0.08
H 0.6387 -1.0186 -0.6241 0.029 -0.020 -0.015 0.12
H -0.0363 1.4401 -0.6045 -0.106 -0.152 -0.079 0.10
H -0.6077 1.2007 1.0292 -0.109 -0.041 -0.027 0.13
H -1.4783 0.6014 -2.3727 0.150 -0.105 -0.091 0.09
H -2.7749 -0.5253 -1.9070 0.069 0.127 0.033 0.08
H -1.1115 -1.0812 -1.8331 0.148 0.099 -0.124 0.08
H 1.8964 0.5864 1.4539 0.060 -0.026 -0.021 0.06
H 2.0815 0.8796 -0.1014 0.230 -0.050 0.039 -0.07
```
Positions in Å, forces in eV/Å.

Its net charge is -1. For the orbital gap, the calculation gives 6.91 eV.

=====

DFT (wB97M-V/def2-TZVPD) results for a molecular structure, C8H13IN2.

Geometry as XYZ:
```
24
Properties=species:S:1:pos:R:3:forces:R:3:lowdin_charge:R:1
C -0.8776 0.9495 -1.4242 0.407 1.653 1.557 -0.20
C 0.5345 0.7991 0.8443 -0.394 -1.963 -0.656 -0.26
C 0.0167 2.0858 0.3935 1.118 -1.801 -2.250 -0.17
C 0.1351 -0.0147 -1.2528 2.445 -1.983 -0.887 -0.42
C -0.2700 -0.2104 3.0882 -1.548 0.189 -4.235 -0.06
C -0.8174 -2.2424 -1.8675 2.225 -1.004 3.285 -0.07
C 0.8918 0.4866 2.2575 0.963 -1.801 0.800 -0.17
C 0.3728 -1.2484 -2.1095 -3.363 0.497 -0.336 -0.21
N -0.9887 1.9417 -0.6431 -0.132 0.689 0.745 0.09
N 0.6122 -0.1828 -0.0260 0.770 0.447 2.402 0.16
I 2.0241 1.7526 -2.5598 -0.407 -0.478 0.380 0.20
H -1.5634 0.9134 -2.1667 -1.995 -0.486 -2.505 0.10
H -0.3613 2.5575 1.2284 -0.511 2.031 1.429 0.10
H 0.9479 2.5091 -0.1604 -0.869 0.223 0.544 0.09
H -0.4171 -0.0288 4.1204 0.739 0.300 1.014 0.05
H -0.2085 -1.2787 2.8293 -0.420 0.327 0.453 0.07
H -1.2432 0.2197 2.5847 1.477 -1.064 1.000 0.11
H -0.6219 -2.6166 -0.7356 -0.990 0.707 -2.554 0.13
H -0.9829 -3.1168 -2.4857 1.069 -0.196 -0.385 0.06
H -1.7382 -1.7810 -1.9629 -1.936 1.351 0.355 0.03
H 1.8611 -0.1404 2.2333 -1.616 0.887 0.185 0.15
H 1.0705 1.3576 2.8081 0.720 1.674 0.493 0.08
H 0.3873 -0.9531 -3.1150 0.112 0.358 -1.557 0.07
H 1.2362 -1.7584 -1.8787 2.134 -0.557 0.723 0.08
```
Positions in Å, forces in eV/Å.

For the orbital gap (alpha / beta), the calculation gives 6.70 / 6.70 eV.

=====

DFT (wB97M-V/def2-TZVPD) results for a molecular structure, C40H36Cl7FN2O2Ti.

Geometry as XYZ:
```
89
Properties=species:S:1:pos:R:3:forces:R:3:lowdin_charge:R:1
Ti -0.4626 0.1859 0.2618 0.518 -0.366 -0.338 1.06
C 2.5701 1.4332 4.0074 0.002 -1.370 -1.173 -0.08
C 1.6465 2.1658 3.0401 -0.083 -0.394 0.958 -0.38
C 1.1452 3.4404 3.7195 -0.287 0.692 0.534 -0.05
C 2.3509 2.4511 1.7561 -0.641 0.257 -0.587 -0.18
C 3.6810 2.8570 1.8410 1.125 0.066 -0.582 -0.05
C 4.3913 3.2021 0.6851 -1.789 -0.216 -0.501 -0.05
C 3.7075 3.2094 -0.5725 1.400 0.012 1.440 -0.02
C 2.3752 2.8550 -0.6524 -0.787 -0.188 -0.536 -0.14
C 1.6298 2.9201 -2.0054 0.708 1.654 0.280 -0.33
C 2.3992 2.3347 -3.1916 -0.646 0.146 0.399 -0.05
C 1.2014 4.3916 -2.4256 0.266 -0.794 0.847 -0.03
C 1.6782 2.4182 0.5152 1.481 0.317 -0.193 -0.20
N 0.3150 1.9960 0.4103 0.009 0.208 0.318 -0.05
C -0.5890 3.0405 0.4813 -0.567 0.466 -0.544 -0.23
C -0.2575 4.3869 0.6159 -0.307 -0.278 0.007 -0.03
C -1.2044 5.3852 0.6165 0.454 -0.390 0.142 -0.06
C -2.5270 5.0928 0.4160 -0.279 0.297 0.195 -0.10
C -2.9377 3.8047 0.2444 0.155 -2.017 0.483 0.00
C -1.9456 2.8415 0.3059 -0.089 -0.432 -0.150 -0.13
F -2.2429 1.4576 0.1504 -0.102 0.495 0.188 -0.06
H 1.9842 0.9936 4.7781 -0.538 -0.242 0.884 0.05
H 3.3359 2.0275 4.4544 0.514 0.508 0.249 0.06
H 3.0282 0.5738 3.4723 0.031 0.479 0.325 0.09
H 0.7921 1.4907 2.8996 0.163 0.317 -0.240 0.11
H 1.8960 4.2585 3.6978 -0.169 -0.529 -0.087 0.09
H 0.9610 3.2387 4.8191 -0.259 0.240 -1.288 0.10
H 0.2557 3.8370 3.1810 0.356 -0.243 0.728 0.07
H 4.2190 2.8401 2.8174 -0.622 0.127 -0.972 0.12
H 5.4203 3.4893 0.7628 0.392 0.067 -0.125 0.09
H 4.3051 3.4699 -1.4526 -0.494 -0.023 0.166 0.11
H 0.7237 2.3967 -1.8018 -0.618 -0.579 -0.408 0.06
H 3.1546 3.0506 -3.5513 -0.029 -0.541 0.143 0.09
H 1.6585 2.1891 -3.9722 0.032 0.064 -0.431 0.08
H 2.7732 1.3478 -2.9520 0.599 -0.071 -0.015 0.06
H 1.9375 5.1448 -2.1505 0.378 -0.110 -0.226 0.08
H 0.3110 4.6961 -1.9074 -0.542 0.032 0.301 0.05
H 0.9708 4.4493 -3.4829 0.176 -0.081 -0.258 0.07
H 0.7732 4.5713 0.6850 1.157 0.679 0.315 0.11
H -0.9152 6.3783 0.8559 0.286 0.763 -0.115 0.11
H -3.2665 5.8391 0.4826 -0.684 0.912 -0.015 0.10
H -3.9808 3.5073 0.2711 0.101 0.075 -0.389 0.13
Cl 0.6427 -5.5194 3.8497 0.137 -0.503 0.407 0.68
C 0.1420 -3.9378 3.3803 0.149 -0.294 0.912 -0.68
C -0.1721 -2.9949 4.3576 0.369 0.021 -1.659 -0.10
C -0.4735 -1.7265 3.8874 -0.020 0.670 1.809 -0.53
Cl -0.7400 -0.4386 5.0690 0.076 -0.450 -0.484 0.69
C -0.4767 -1.4082 2.5513 -0.263 0.315 -0.398 -0.34
O -0.6030 -0.1456 2.0959 0.106 -0.345 0.079 -0.18
C -0.3114 -2.4292 1.6167 0.299 -0.462 0.136 -0.16
C -0.4872 -1.9593 0.2524 -0.472 0.145 -1.838 -0.13
O -1.8136 -1.3492 0.0306 0.999 -0.059 0.944 -0.16
C 0.0988 -3.6933 2.0396 -0.210 -0.482 -1.873 -0.07
H -0.0279 -3.2293 5.3833 -0.201 0.006 0.677 0.10
H -0.3040 -2.5983 -0.6378 0.328 0.257 0.885 0.15
H 0.3668 -4.5212 1.3112 -0.453 1.287 0.930 0.13
Cl -0.9247 0.3453 -2.5169 -0.419 0.048 0.282 0.82
C 0.6443 -0.3999 -2.3107 0.080 -0.094 -0.162 -0.68
C 1.2264 -0.3198 -1.0586 -0.202 0.184 0.212 -0.23
C 2.5473 -0.7372 -0.9727 0.407 -0.346 -0.337 -0.67
Cl 3.4497 -0.6110 0.4906 -0.348 0.142 0.543 0.74
C 3.2498 -1.2918 -2.0651 -1.397 0.572 -0.063 -0.72
Cl 4.9179 -1.6463 -1.9610 -0.034 -0.185 -0.165 0.70
C 2.5190 -1.4756 -3.2474 0.528 -0.252 -0.440 -0.69
Cl 3.2944 -2.2201 -4.5984 0.085 -0.020 0.016 0.68
C 1.2018 -1.0260 -3.4033 0.712 -0.150 -0.241 -0.70
Cl 0.3940 -1.1914 -4.9328 0.100 0.133 0.568 0.68
C -1.9079 -5.3714 -2.6445 0.697 0.090 0.445 -0.09
N -1.5261 -5.0396 -1.2841 0.602 0.200 0.209 -0.26
C -1.2088 -6.2585 -0.5607 -0.527 -0.217 0.520 -0.11
C -2.5253 -4.3166 -0.5182 0.844 0.697 0.084 -0.16
C -3.1532 -3.0740 -1.1176 0.564 -0.625 -0.128 -0.10
C -4.2924 -3.2666 -1.9000 -0.368 -0.089 0.724 -0.04
C -5.1816 -2.2413 -2.1476 -0.080 -0.323 -1.180 -0.07
C -4.8712 -0.9516 -1.7470 -0.833 -0.380 0.507 -0.05
C -3.7490 -0.7663 -1.0081 0.606 -1.084 -1.047 -0.04
C -2.8294 -1.7610 -0.7826 -1.085 -1.332 0.206 -0.22
H -1.1990 -6.1126 -3.0116 0.193 0.260 -0.241 0.09
H -1.9036 -4.4776 -3.2666 -0.155 -0.153 -0.116 0.09
H -2.8545 -5.8772 -2.6416 -1.019 -0.227 -0.298 0.07
H -0.3200 -6.7122 -0.9677 0.365 -0.170 -0.107 0.08
H -2.0381 -6.9926 -0.6464 0.146 0.076 0.017 0.09
H -1.0726 -6.0956 0.5269 0.051 0.161 -0.614 0.08
H -2.0270 -4.0265 0.3986 0.058 0.104 0.331 0.10
H -3.2974 -4.9970 -0.1900 -0.850 -0.303 -0.092 0.13
H -4.5680 -4.2981 -2.1249 0.041 0.328 -0.098 0.12
H -6.0799 -2.4909 -2.7024 -0.036 0.287 0.097 0.11
H -5.5532 -0.1268 -1.8073 -0.369 0.155 -0.412 0.11
H -3.4643 0.1194 -0.5931 0.027 2.396 0.727 0.07
```
Positions in Å, forces in eV/Å.

For the orbital gap, the calculation gives 8.03 eV.

=====

Max |F|, record by record: 8.00 0.82 2.89 0.64 4.51 2.50 eV/A